Entry 1:
The following is a quantum chemistry calculation of a cluster of 3 separate species, CH7O2S in total in a non-equilibrium geometry, from the OMol25 dataset.

```
11
Properties=species:S:1:pos:R:3:lowdin_charge:R:1
H 1.0628 1.4042 1.7337 0.0018
O 2.8512 -0.8380 -1.5308 -0.1843
H 2.2477 -0.0576 -1.3390 -0.0662
H -1.9741 -0.4597 0.0845 -0.0985
H -0.7134 1.4175 1.3892 -0.0290
H 2.1393 -1.4766 -1.7101 -0.0009
C 0.2318 0.8672 1.1795 -0.7030
H 0.3327 -0.2623 1.6134 0.0331
H -3.2299 -0.5245 -0.8606 0.0037
O -2.9304 -0.6395 0.0404 -0.1458
S -0.0176 0.5692 -0.6004 0.1891
```

As for the spin multiplicity: 1. For the LUMO energy, the calculation gives 4.113 eV. As for the largest force on an atom: 2.886 eV/Å. The net charge is -1. The calculation puts the total energy at -16081.48990 eV. As for the HOMO-LUMO gap: 7.04 eV. The energy above the lowest of the compared OMol25 structures with the same formula, charge and spin comes out at 74.86 kJ/mol.

=====

Entry 2:
The following is a quantum chemistry calculation of a cluster of 3 separate species, CH7O2S in total in a non-equilibrium geometry, from the OMol25 dataset.

```
11
Properties=species:S:1:pos:R:3:lowdin_charge:R:1
O 2.8950 1.0595 -0.7900 -0.1764
O -2.9698 -0.9256 0.9640 -0.1708
H -0.8220 0.9477 -1.5010 0.0100
H 3.6266 1.0764 -0.1112 0.0365
H 0.6068 -0.1376 -1.9140 0.0014
H -2.9465 -1.6416 0.3068 0.0097
H -0.8777 -0.8499 -1.5136 0.0050
S 0.1435 -0.0563 0.6194 0.1896
H 2.1266 0.5822 -0.3780 -0.1019
H -2.0930 -0.4585 0.8271 -0.0938
C -0.2198 0.0519 -1.1697 -0.7093
```

As for the spin multiplicity: 1. For the LUMO energy, the calculation gives 3.989 eV. As for the largest force on an atom: 2.881 eV/Å. The net charge is -1. The calculation puts the total energy at -16081.85292 eV. As for the HOMO-LUMO gap: 6.95 eV. The energy above the lowest of the compared OMol25 structures with the same formula, charge and spin comes out at 39.83 kJ/mol.

=====

Entry 3:
The following is a quantum chemistry calculation of a cluster of 3 separate species, CH7O2S in total in a non-equilibrium geometry, from the OMol25 dataset.

```
11
Properties=species:S:1:pos:R:3:lowdin_charge:R:1
O 1.0795 1.2114 -2.2786 -0.1306
H 0.7899 0.8886 2.2299 -0.0140
H 0.1259 1.0876 -2.0896 -0.0126
C 0.7030 0.4564 1.2190 -0.6939
H 0.9830 -0.5733 1.3128 -0.0282
H 1.1339 1.9408 -1.6427 0.0113
H 1.4615 0.9699 0.6433 -0.0278
H -2.2720 -1.8342 0.4966 -0.0444
H -1.0808 -2.1618 -0.3550 -0.0187
S -0.9945 0.5485 0.5437 0.1151
O -1.9295 -2.5339 -0.0794 -0.1563
```

As for the spin multiplicity: 1. For the LUMO energy, the calculation gives 4.251 eV. As for the largest force on an atom: 1.374 eV/Å. The net charge is -1. The calculation puts the total energy at -16081.86641 eV. As for the HOMO-LUMO gap: 7.05 eV. The energy above the lowest of the compared OMol25 structures with the same formula, charge and spin comes out at 38.53 kJ/mol.

=====

Question: net charge of number 1 (CH7O2S)?
Answer: -1

=====

Copy entry 3 word for word.
The following is a quantum chemistry calculation of a cluster of 3 separate species, CH7O2S in total in a non-equilibrium geometry, from the OMol25 dataset.

```
11
Properties=species:S:1:pos:R:3:lowdin_charge:R:1
O 1.0795 1.2114 -2.2786 -0.1306
H 0.7899 0.8886 2.2299 -0.0140
H 0.1259 1.0876 -2.0896 -0.0126
C 0.7030 0.4564 1.2190 -0.6939
H 0.9830 -0.5733 1.3128 -0.0282
H 1.1339 1.9408 -1.6427 0.0113
H 1.4615 0.9699 0.6433 -0.0278
H -2.2720 -1.8342 0.4966 -0.0444
H -1.0808 -2.1618 -0.3550 -0.0187
S -0.9945 0.5485 0.5437 0.1151
O -1.9295 -2.5339 -0.0794 -0.1563
```

As for the spin multiplicity: 1. For the LUMO energy, the calculation gives 4.251 eV. As for the largest force on an atom: 1.374 eV/Å. The net charge is -1. The calculation puts the total energy at -16081.86641 eV. As for the HOMO-LUMO gap: 7.05 eV. The energy above the lowest of the compared OMol25 structures with the same formula, charge and spin comes out at 38.53 kJ/mol.

=====

Question: Among the records above, which one has the highest LUMO?
Answer: number 3